1.
Density functional theory data (the ωB97M-V functional and the def2-TZVPD basis) for C6H15LiO8P2SSbSe4 as an isolated structure.

The total energy is -11774.3909 Eh. Its total charge is -1. For the gap between HOMO and LUMO, the calculation gives 0.211 Ha.

Geometry (Å):
Li  1.09481  0.15306  -0.10421
C  0.41622  -3.22189  -1.91422
C  0.37928  -3.21133  -0.39690
O  0.05510  -4.52092  0.05930
P  2.00513  -2.72980  0.34585
O  2.17170  -3.43768  1.72947
O  3.03273  -3.52657  -0.57484
O  2.21762  -1.26226  0.36567
P  -0.74884  -1.94948  0.31266
O  -2.22573  -2.51851  0.10995
O  -0.37928  -2.04524  1.78576
O  -0.56788  -0.62467  -0.35452
H  1.13733  -3.95782  -2.26682
H  0.68596  -2.23856  -2.29795
H  -0.57302  -3.48421  -2.29122
H  -0.12035  -4.46747  1.00893
H  1.87085  -2.91333  2.53693
H  3.90887  -3.58305  -0.17384
H  -2.83959  -1.95533  0.61153
Se  -2.29832  0.27405  3.01818
Sb  0.05875  -0.24771  3.08806
Se  0.68824  2.21154  4.81578
Se  1.31415  -1.78976  4.45338
Se  1.53515  1.81964  2.70262
O  0.93632  1.95338  -0.60353
S  -0.38223  2.41259  -0.00554
C  -0.31298  4.21421  -0.14286
C  -0.57568  4.52497  -1.60804
C  -1.80616  3.69386  -1.96284
C  -1.57200  2.29361  -1.38966
H  0.65834  4.51252  0.24602
H  -1.09612  4.60722  0.51061
H  0.28324  4.20485  -2.20185
H  -0.72923  5.59169  -1.77848
H  -1.98998  3.65643  -3.03744
H  -2.68745  4.14033  -1.49574
H  -1.07628  1.61831  -2.08546
H  -2.46868  1.80331  -1.01474

2.
Density functional theory data (the ωB97M-V functional and the def2-TZVPD basis) for one molecule with the formula C6H15N in a non-equilibrium geometry.

The total energy is -292.3437 Eh. The SMILES is CN[C@H](C)C(C)C. Its total charge is 0. For the gap between HOMO and LUMO, the calculation gives 0.362 Ha.

Geometry (Å):
C  -0.49749  -2.05635  -1.76055
N  -0.35730  -0.66577  -1.36887
C  0.23821  -0.45936  -0.05527
C  -0.65344  -0.98500  1.04957
C  0.59141  1.02520  0.10883
C  1.24232  1.27256  1.45860
C  -0.60237  1.95058  -0.12172
H  -1.40428  -2.28124  -2.28592
H  0.37018  -2.39476  -2.33124
H  -0.48392  -2.70077  -0.87689
H  0.25336  -0.22774  -2.04778
H  1.19359  -1.01052  0.01347
H  -1.64720  -0.54645  1.00353
H  -0.21879  -0.86601  2.04077
H  -0.80539  -2.07033  0.99788
H  1.33386  1.16108  -0.68829
H  0.45972  1.40415  2.21689
H  1.69877  2.25869  1.46607
H  1.92223  0.46964  1.71607
H  -0.26923  2.97489  0.10856
H  -0.90222  2.06519  -1.14764
H  -1.46202  1.68232  0.50394

3.
Density functional theory data (the ωB97M-V functional and the def2-TZVPD basis) for one molecule with the formula C6H15N in a non-equilibrium geometry.

The total energy is -292.3158 Eh. The SMILES is CN[C@@H](C)C(C)C. Its total charge is 0. For the gap between HOMO and LUMO, the calculation gives 0.350 Ha.

Geometry (Å):
C  -0.20610  -2.85807  -0.76352
N  0.41986  -1.52054  -0.74067
C  -0.16965  -0.45804  0.02536
C  0.01311  -0.37452  1.53748
C  -0.00710  1.00777  -0.61198
C  -1.10627  1.91261  -0.05954
C  1.30508  1.73167  -0.23512
H  0.31580  -3.53415  -1.44496
H  -1.19947  -2.64088  -1.15747
H  -0.29205  -3.26109  0.26038
H  1.42248  -1.59622  -0.65193
H  -1.28277  -0.55680  -0.16350
H  0.68840  0.40442  1.87713
H  -0.94272  -0.02193  1.92682
H  0.22412  -1.28166  2.10351
H  0.05965  0.99263  -1.71539
H  -1.13713  1.77367  1.00083
H  -1.05117  2.97523  -0.33550
H  -2.15994  1.75596  -0.33069
H  2.16111  1.12732  -0.54762
H  1.48810  1.75337  0.82466
H  1.45668  2.66925  -0.79826

4.
Density functional theory data (the ωB97M-V functional and the def2-TZVPD basis) for C6H15N as an isolated structure in a non-equilibrium geometry.

The total energy is -292.1316 Eh. Its total charge is 0. For the gap between HOMO and LUMO, the calculation gives 0.236 Ha.

Geometry (Å):
C  2.40527  -0.18657  -0.91009
C  2.31398  1.28658  -1.11408
C  1.44680  -1.08928  -1.36350
N  0.10004  0.08892  1.01688
C  -0.76761  -0.62394  0.50405
C  -2.24113  -0.48851  0.87306
C  -2.79962  0.78428  0.23983
H  1.44211  -0.47860  -0.10682
H  3.36827  -0.58598  -0.61515
H  1.34811  1.53878  -1.55057
H  3.09914  1.66310  -1.75993
H  2.39677  1.80116  -0.15566
H  0.75723  -0.80081  -2.14313
H  1.71275  -2.13758  -1.35003
H  -1.18260  0.11089  4.64374
H  -0.49374  -1.43415  -0.25314
H  -0.99733  0.11858  3.92058
H  -2.29701  -0.44923  1.96060
H  -2.81568  -1.37272  0.57139
H  -3.86108  0.93310  0.44206
H  -2.22618  1.62745  0.62374
H  -2.66410  0.75885  -0.84511

5.
Density functional theory data (the ωB97M-V functional and the def2-TZVPD basis) for one molecule with the formula C6H15N in a non-equilibrium geometry.

The total energy is -292.3312 Eh. The SMILES is CCN(CC)CC. Its total charge is 0. For the gap between HOMO and LUMO, the calculation gives 0.338 Ha.

Geometry (Å):
C  -2.44540  0.24580  0.47769
C  -1.14252  -0.53243  0.57698
N  -0.00236  0.25772  0.10262
C  1.29310  -0.16421  0.71027
C  1.70210  0.86280  1.75241
C  0.07760  0.41383  -1.37069
C  0.51155  -0.82276  -2.12023
H  -3.32728  -0.29131  0.82426
H  -2.57487  0.62903  -0.52877
H  -2.34177  1.11278  1.13563
H  -0.93912  -0.89003  1.58773
H  -1.20089  -1.43373  -0.06242
H  2.03089  -0.17041  -0.08936
H  1.10578  -1.09950  1.22264
H  2.66209  0.61247  2.21625
H  0.93547  0.96235  2.51308
H  1.82023  1.87171  1.34083
H  0.78118  1.23731  -1.48406
H  -0.91943  0.71669  -1.67524
H  -0.07333  -1.71973  -1.90548
H  1.56562  -1.06874  -2.01384
H  0.48137  -0.72964  -3.21030

6.
Density functional theory data (the ωB97M-V functional and the def2-TZVPD basis) for one molecule with the formula C6H15N in a non-equilibrium geometry.

The total energy is -292.3421 Eh. The SMILES is CCCNCCC. Its total charge is 0. For the gap between HOMO and LUMO, the calculation gives 0.363 Ha.

Geometry (Å):
C  -2.21523  1.65867  1.32196
C  -1.07350  0.68118  1.47120
C  -0.99616  -0.21974  0.23021
N  -0.06362  -1.32253  0.28521
C  1.36700  -1.03643  0.04733
C  1.71797  0.16162  -0.85136
C  1.33032  -0.05333  -2.31504
H  -2.30891  2.30774  2.18857
H  -3.17123  1.14642  1.24680
H  -2.13137  2.22403  0.39362
H  -1.16718  0.09469  2.38201
H  -0.12627  1.21543  1.53092
H  -2.01618  -0.54868  0.00117
H  -0.77684  0.47580  -0.59835
H  -0.33312  -1.97500  -0.44196
H  1.86561  -0.90454  1.00708
H  1.78383  -1.93882  -0.40398
H  2.78346  0.39782  -0.80196
H  1.18301  1.00816  -0.41080
H  2.14570  -0.48694  -2.88398
H  0.50035  -0.74610  -2.47164
H  1.10732  0.90273  -2.78702

7.
Density functional theory data (the ωB97M-V functional and the def2-TZVPD basis) for one molecule with the formula C6H15N in a non-equilibrium geometry.

The total energy is -292.3225 Eh. The SMILES is CC[C@@H](C)[C@H](C)N. Its total charge is 0. For the gap between HOMO and LUMO, the calculation gives 0.376 Ha.

Geometry (Å):
C  -2.73911  0.21782  -0.11269
C  -1.37841  -0.52740  -0.37811
C  -0.19133  0.47771  -0.13496
C  -0.04424  0.85952  1.30872
C  1.11777  -0.20602  -0.63602
C  1.77287  -1.02849  0.48609
N  2.05258  0.72374  -1.23334
H  -2.78319  1.11086  -0.76441
H  -2.91068  0.61059  0.89289
H  -3.60757  -0.49887  -0.34756
H  -1.40386  -0.80121  -1.45142
H  -1.22652  -1.35897  0.35030
H  -0.40885  1.30996  -0.99405
H  0.95941  1.25400  1.41433
H  -0.87016  1.43119  1.77237
H  -0.17104  -0.01995  1.99703
H  0.85000  -0.89858  -1.45164
H  2.35688  -0.38055  1.14667
H  0.97235  -1.56777  1.00891
H  2.32893  -1.89933  0.07277
H  2.95607  0.73483  -0.77429
H  2.36811  0.45693  -2.17159

8.
Density functional theory data (the ωB97M-V functional and the def2-TZVPD basis) for C6H15N as an isolated structure in a non-equilibrium geometry.

The total energy is -292.1165 Eh. Its total charge is 0. For the gap between HOMO and LUMO, the calculation gives 0.224 Ha.

Geometry (Å):
C  -2.54065  -0.19891  -0.55540
C  -3.10769  -0.69209  0.76165
C  -1.95748  1.02223  -0.74481
N  0.44276  -0.92167  -0.52904
C  1.06073  0.14779  -0.63829
C  2.40621  0.29193  0.08317
C  2.27776  0.64223  1.55193
H  -1.21029  -0.17360  -0.38882
H  -2.98009  -0.78733  -1.35252
H  -2.98334  0.14713  1.44909
H  -4.13835  -1.02093  0.69213
H  -2.49455  -1.52667  1.11051
H  -2.01674  1.78330  0.02407
H  -1.79713  1.38781  -1.74946
H  5.99898  -2.96710  -0.99594
H  0.70992  1.03776  -1.21002
H  5.80477  -2.28552  -1.22476
H  2.89463  -0.66338  -0.11953
H  3.00009  1.05404  -0.44762
H  3.20673  0.92475  2.05003
H  1.80898  -0.12948  2.16488
H  1.59163  1.49603  1.60686